(1)
A molecular structure, C38H35BrI2N6OSn, computed with ωB97M-V/def2-TZVPD.

Frontier orbital gap ... 7.34 eV
Total charge ... 0
Spin multiplicity ... 1
HOMO energy ... -6.912 eV

Cartesian coordinates (Å):
Sn1 0.32884 0.00784 0.19896
C1 -1.59064 1.53449 2.67112
C2 -0.29798 1.12169 3.39303
C3 0.77444 2.15867 3.20635
C4 0.84363 3.27893 4.03091
C5 1.84933 4.20600 3.82538
C6 2.75483 3.99179 2.79803
C7 2.59784 2.85837 2.01718
N1 1.64025 1.95590 2.21373
N2 -2.04606 0.56709 1.68054
C8 -3.14597 1.13708 0.92027
C9 -2.71572 1.60484 -0.43899
C10 -3.49923 2.52214 -1.13271
C11 -3.16321 2.85066 -2.43212
C12 -2.06025 2.23306 -3.01220
C13 -1.32599 1.35467 -2.23977
N3 -1.64063 1.05543 -0.97732
C14 -2.37067 -0.72609 2.26838
C15 -2.19620 -1.85168 1.27353
C16 -1.68573 -3.08189 1.66808
C17 -1.52495 -4.07260 0.71240
C18 -1.87092 -3.80024 -0.60125
C19 -2.38906 -2.54790 -0.89552
N4 -2.56246 -1.59934 0.01949
H1 -2.39029 1.73493 3.40446
H2 -1.40288 2.47024 2.14315
H3 -0.49182 0.98630 4.45812
H4 0.07324 0.18185 2.98418
H5 0.11316 3.41744 4.81826
H6 1.92879 5.07890 4.46023
H7 3.55953 4.68635 2.60206
H8 3.27092 2.66055 1.19045
H9 -3.93086 0.39681 0.75296
H10 -3.61400 1.97059 1.46157
H11 -4.35248 2.97567 -0.64499
H12 -3.75087 3.57187 -2.98544
H13 -1.76996 2.42909 -4.03438
H14 -0.45877 0.84711 -2.64012
H15 -1.71910 -0.91120 3.12100
H16 -3.40270 -0.74135 2.65761
H17 -1.41214 -3.25452 2.70133
H18 -1.11598 -5.03655 0.98742
H19 -1.73002 -4.53324 -1.38346
H20 -2.67231 -2.28707 -1.90842
I1 3.16983 -5.67316 -4.66136
C20 2.05542 -4.22892 -3.63360
C21 1.17468 -3.41400 -4.32867
C22 0.48321 -2.44054 -3.63555
I2 -0.87994 -1.23338 -4.66557
C23 0.63181 -2.21222 -2.24714
O1 -0.05254 -1.30177 -1.63073
C24 1.54899 -3.06639 -1.58665
C25 1.80333 -2.87013 -0.12264
N5 2.60662 -1.65999 0.14277
C26 3.83377 -1.54299 -0.63414
C27 3.58047 -1.01500 -2.02806
C28 4.25891 -1.53565 -3.12496
C29 4.02180 -0.99960 -4.37627
C30 3.10729 0.03601 -4.49456
C31 2.49150 0.49697 -3.34413
N6 2.73307 0.00237 -2.13273
C32 2.22539 -4.06330 -2.27238
H21 1.02143 -3.54159 -5.39085
H22 0.85113 -2.74219 0.40659
H23 2.28971 -3.76900 0.27512
H24 2.83470 -1.65012 1.13163
H25 4.47020 -0.81458 -0.12381
H26 4.39440 -2.48462 -0.69372
H27 4.94073 -2.36690 -2.99550
H28 4.53431 -1.38870 -5.24666
H29 2.86840 0.47270 -5.45441
H30 1.76802 1.30355 -3.38748
H31 2.91798 -4.69902 -1.73316
Br1 2.83344 6.48119 0.73713
C33 2.14993 4.73637 0.40871
C34 3.01107 3.72954 0.01208
C35 2.50108 2.45246 -0.19715
C36 1.14989 2.14213 -0.03155
C37 0.32701 3.20016 0.36045
C38 0.80126 4.48708 0.58233
H32 4.06583 3.93271 -0.11818
H33 3.20216 1.67801 -0.48477
H34 -0.73411 3.03615 0.51130
H35 0.13404 5.28105 0.89139

(2)
A molecular structure, C38H35ClFeN2Si2, computed with ωB97M-V/def2-TZVPD.

<S²> ... 6.065
Frontier orbital gap (alpha / beta) ... 5.33 / 6.99 eV
Total charge ... 0
Spin multiplicity ... 5
Relative energy (zero: lowest compared OMol25 entry of this formula, charge and spin) ... 117.1 kJ/mol
HOMO energy (alpha / beta) ... -5.241 / -7.664 eV

Cartesian coordinates (Å):
C1 2.27190 -0.43723 -1.10348
C2 2.51881 -1.28078 -2.23696
C3 2.66056 -0.43317 -3.41109
H1 2.68212 -2.35471 -2.18835
C4 2.58419 0.94135 -2.94705
C5 2.32013 0.91877 -1.54242
H2 2.27958 1.78724 -0.88505
H3 2.25643 -0.75341 -0.06015
H4 2.93393 -0.73967 -4.42583
H5 2.79891 1.83437 -3.54655
Fe1 0.73328 -0.25953 -2.76470
Si1 -3.99296 -1.85212 -2.03308
C6 -4.15645 -3.57294 -2.73266
C7 -5.14541 -3.74052 -3.70562
H6 -5.63679 -2.85262 -4.11030
C8 -5.50113 -5.02155 -4.12850
H7 -6.27514 -5.13307 -4.88637
C9 -4.85094 -6.14120 -3.60423
H8 -5.12667 -7.14073 -3.93984
C10 -3.81740 -5.97036 -2.68155
H9 -3.27836 -6.83994 -2.30555
C11 -3.46087 -4.68722 -2.25319
H10 -2.65483 -4.56517 -1.53074
C12 -2.38653 -1.10034 -2.58394
C13 -1.01916 -1.57330 -2.12396
H11 -1.13795 -2.38691 -1.39274
C14 0.06404 -1.90931 -3.09487
H12 0.56882 -2.86949 -3.05749
C15 -0.37598 0.91631 -3.74540
H13 0.16942 1.78292 -4.20172
C16 -1.77140 1.02151 -3.78461
H14 -2.21821 1.91328 -4.24180
C17 -2.65156 0.09873 -3.17233
H15 -3.69301 0.43297 -3.14466
H16 -0.56507 -0.72893 -1.50335
Si2 -0.33898 -0.84940 -4.52715
C18 0.02177 -0.35865 -6.39975
C19 0.93919 -1.19494 -7.02210
H17 1.21750 -2.11529 -6.50166
C20 1.46421 -0.85665 -8.27929
H18 2.21221 -1.50969 -8.73256
C21 1.03103 0.30441 -8.93643
H19 1.47542 0.58932 -9.89638
C22 -0.00550 1.06065 -8.36635
H20 -0.41430 1.92089 -8.90195
C23 -0.52683 0.71340 -7.10307
H21 -1.35501 1.27123 -6.65726
C24 -1.56364 -2.23829 -5.29499
C25 -1.32271 -3.57697 -5.00252
H22 -0.56292 -3.83420 -4.27014
C26 -2.04028 -4.61181 -5.61773
H23 -1.80185 -5.65407 -5.40641
C27 -3.05498 -4.32233 -6.52183
H24 -3.57965 -5.12247 -7.05236
C28 -3.38993 -2.98276 -6.72843
H25 -4.21332 -2.73486 -7.39922
C29 -2.66534 -1.95531 -6.10072
H26 -2.96090 -0.91743 -6.26750
H27 -4.95529 -1.01760 -2.49963
Cl1 -3.94589 -1.98551 0.02537
N1 -0.30863 -1.56530 0.53563
C30 -0.89962 -0.52526 1.21211
C31 -1.59885 -0.78407 2.39469
C32 -2.12830 0.26109 3.15886
C33 -2.05234 1.57267 2.70444
C34 -1.47497 1.87050 1.43908
C35 -1.55889 3.15661 0.85618
C36 -1.04452 3.37284 -0.40786
C37 -0.39925 2.31198 -1.05106
N2 -0.36229 1.07862 -0.55952
C38 -0.87310 0.81594 0.67169
H28 0.65540 -1.50111 0.21455
H29 -0.62199 -2.50413 0.75284
H30 -1.67725 -1.82209 2.71278
H31 -2.60823 0.02402 4.10778
H32 -2.48620 2.39082 3.29065
H33 -2.06192 3.95708 1.39702
H34 -1.08078 4.31942 -0.93759
H35 0.08437 2.49783 -2.01995

(3)
A molecular structure, C38H35ClN2PdSi2, computed with ωB97M-V/def2-TZVPD.

<S²> ... 2.016
Frontier orbital gap (alpha / beta) ... 4.65 / 6.54 eV
Total charge ... 0
Spin multiplicity ... 3
HOMO energy (alpha / beta) ... -5.242 / -7.117 eV

Cartesian coordinates (Å):
C1 -1.02066 -0.37038 1.54380
C2 -1.88651 0.18698 0.56489
C3 -1.92032 -0.70741 -0.56090
H1 -2.51214 1.06869 0.68348
C4 -1.04757 -1.81041 -0.26101
C5 -0.51985 -1.60311 1.05196
H2 0.08978 -2.32002 1.59542
H3 -0.83680 0.04319 2.53671
H4 -2.55077 -0.63440 -1.44123
H5 -0.90840 -2.68566 -0.89064
Pd1 0.19053 0.02630 -0.79939
Si1 2.04898 0.28487 -7.10460
C6 1.72377 1.82769 -8.11136
C7 2.52112 2.27950 -9.17858
H6 3.48568 1.81328 -9.37766
C8 2.06192 3.31385 -10.00564
H7 2.65821 3.64372 -10.85809
C9 0.83236 3.93278 -9.74883
H8 0.47710 4.75651 -10.37190
C10 0.04858 3.50866 -8.66849
H9 -0.91252 3.98071 -8.44920
C11 0.50258 2.46906 -7.85559
H10 -0.11406 2.14470 -7.01676
C12 2.04541 -1.10381 -8.34904
C13 1.08421 -1.00236 -9.37939
H11 0.63481 -0.03555 -9.62327
C14 0.62052 -2.14747 -10.03722
H12 -0.19716 -2.06400 -10.76156
C15 1.18915 -3.39138 -9.73290
H13 0.76124 -4.30142 -10.16549
C16 2.29459 -3.46371 -8.87053
H14 2.78416 -4.42980 -8.70492
C17 2.74464 -2.31858 -8.20216
H15 3.60167 -2.37492 -7.53118
H16 0.81679 0.07116 -6.35064
Si2 0.55849 0.25486 -3.07252
C18 -0.17693 -1.36307 -3.62759
C19 -1.34577 -1.38232 -4.40762
H17 -1.80690 -0.44453 -4.72833
C20 -1.90608 -2.60456 -4.79864
H18 -2.80263 -2.61456 -5.42712
C21 -1.31864 -3.80880 -4.39490
H19 -1.73680 -4.76072 -4.72658
C22 -0.18898 -3.79780 -3.56902
H20 0.25819 -4.73632 -3.22753
C23 0.38367 -2.57858 -3.19926
H21 1.26781 -2.57800 -2.56086
C24 -0.49026 1.73549 -3.53864
C25 -1.72548 1.95504 -2.89831
H22 -2.00517 1.37244 -2.01305
C26 -2.63215 2.90072 -3.38455
H23 -3.58350 3.05378 -2.85885
C27 -2.32667 3.62224 -4.54363
H24 -3.06998 4.29120 -4.98043
C28 -1.05631 3.49859 -5.11982
H25 -0.80830 4.10278 -5.99270
C29 -0.12506 2.60460 -4.58232
H26 0.88644 2.55396 -4.98898
H27 3.13895 0.39617 -6.12083
Cl1 2.55290 0.39220 -3.57264
N1 0.17343 2.14676 -0.16698
C30 0.97873 2.34160 1.02532
C31 0.80882 3.43630 1.85508
C32 1.57643 3.52446 3.04061
C33 2.44650 2.50312 3.40248
C34 2.56444 1.32261 2.61762
C35 3.22283 0.14363 3.03276
C36 3.11883 -1.02091 2.29139
C37 2.42007 -0.98511 1.07738
N2 1.81445 0.12698 0.66493
C38 1.84453 1.28692 1.38631
H28 0.50077 2.72614 -0.94478
H29 -0.78852 2.45725 -0.02104
H30 0.09352 4.21619 1.57215
H31 1.46639 4.40655 3.67861
H32 3.03089 2.56376 4.32306
H33 3.78761 0.17134 3.96046
H34 3.52565 -1.97246 2.61288
H35 2.30156 -1.88344 0.45329

Across the entries above, max |F| takes the values 4.9; 7.4; 2.0 eV Å⁻¹, respectively.